This record from OMol25 describes a molecular structure, C42H53AsBCl2N5O5SSi3Sn. The level of theory is ωB97M-V with the def2-TZVPD basis set.

Geometry as XYZ:
```
114
Properties=species:S:1:pos:R:3
Sn -1.18 0.27 -1.89
Cl 5.20 3.21 -1.61
C 3.94 2.15 -2.21
C 2.63 2.59 -2.16
C 1.58 1.77 -2.59
N 0.23 2.11 -2.37
C -0.12 3.38 -2.18
O 0.50 4.41 -2.45
C -1.45 3.55 -1.45
C -1.83 4.81 -1.00
C -2.95 4.91 -0.19
C -3.66 3.76 0.12
C -3.23 2.56 -0.40
N -2.15 2.46 -1.16
C 1.88 0.49 -3.10
C 3.21 0.08 -3.16
C 4.24 0.89 -2.71
Cl 5.88 0.31 -2.80
N 0.80 -0.32 -3.47
C 0.93 -1.18 -4.48
O 1.92 -1.41 -5.19
C -0.33 -1.99 -4.78
C -0.25 -3.02 -5.71
C -1.39 -3.74 -6.01
C -2.58 -3.41 -5.37
C -2.56 -2.36 -4.45
N -1.46 -1.68 -4.17
H 2.42 3.57 -1.76
H -1.22 5.66 -1.27
H -3.25 5.87 0.20
H -4.54 3.79 0.76
H -3.76 1.63 -0.22
H 3.45 -0.90 -3.55
H 0.71 -3.23 -6.17
H -1.36 -4.55 -6.73
H -3.50 -3.94 -5.57
H -3.46 -2.05 -3.93
O -3.90 -0.75 -0.93
N -5.05 -0.80 -1.53
C -6.00 -1.64 -1.05
C -7.27 -1.72 -1.56
C -7.59 -0.89 -2.64
C -6.63 -0.06 -3.15
C -5.30 -0.01 -2.64
S -4.08 0.96 -3.32
H -5.66 -2.23 -0.21
H -7.98 -2.41 -1.13
H -8.59 -0.89 -3.06
H -6.83 0.60 -3.98
C 4.65 5.31 1.79
C 4.23 4.40 2.96
C 5.30 3.31 3.15
C 4.17 5.23 4.24
C 2.88 3.76 2.62
C 1.69 4.17 3.23
C 0.45 3.62 2.87
C 0.43 2.66 1.89
O -0.61 1.97 1.35
B -0.08 1.10 0.32
O 1.34 1.29 0.38
C 1.61 2.25 1.29
C 2.83 2.78 1.63
H 5.62 5.77 2.00
H 3.91 6.11 1.65
H 4.72 4.75 0.86
H 6.24 3.77 3.47
H 5.49 2.77 2.22
H 4.99 2.59 3.91
H 5.18 5.59 4.48
H 3.81 4.64 5.08
H 3.53 6.11 4.12
H 1.71 4.93 3.99
H -0.47 3.96 3.34
H 3.72 2.44 1.10
C 2.00 -3.03 3.64
Si 1.53 -1.64 2.47
C 0.91 -0.27 3.59
C 3.10 -1.12 1.60
As -0.11 -2.08 0.85
Si -1.96 -2.57 2.18
C -1.68 -3.41 3.84
C -2.78 -0.92 2.47
C -3.19 -3.62 1.23
Si 0.66 -4.10 -0.06
C -0.76 -4.96 -0.93
C 1.52 -5.40 0.99
C 1.86 -3.50 -1.36
H 2.72 -2.64 4.37
H 2.45 -3.88 3.13
H 1.13 -3.40 4.19
H 1.75 0.35 3.94
H 0.39 -0.68 4.46
H 0.22 0.40 3.07
H 3.75 -0.59 2.30
H 2.88 -0.44 0.77
H 3.64 -1.98 1.21
H -1.13 -2.76 4.52
H -1.12 -4.34 3.73
H -2.65 -3.63 4.29
H -2.06 -0.17 2.82
H -3.59 -0.99 3.20
H -3.18 -0.56 1.52
H -2.92 -4.68 1.23
H -3.24 -3.27 0.19
H -4.18 -3.50 1.67
H -1.38 -5.53 -0.23
H -0.37 -5.65 -1.69
H -1.40 -4.23 -1.43
H 0.97 -5.62 1.91
H 2.53 -5.08 1.27
H 1.61 -6.33 0.41
H 1.34 -2.83 -2.05
H 2.31 -4.32 -1.93
H 2.67 -2.92 -0.91
```

The charge is -2. As for the frontier orbital gap: 5.15 eV. The energy above the lowest of the compared OMol25 structures with the same formula, charge and spin comes out at 1.395 eV. The value obtained for the max |F| is 0.018 hartree/bohr.

Results of the Mulliken charge analysis, in e, for atoms 1 through 99: 0.8944, -0.2588, 0.2629, -0.9511, 0.3765, -0.1681, 0.1185, -0.8399, 0.4422, -0.6656, -0.4474, -0.7998, -0.2089, 0.4823, -0.5181, -0.3495, -0.0946, -0.2999, 0.2693, -0.0269, -0.8313, 0.1370, -0.7308, -0.3019, -0.7863, -0.1162, 0.3810, 0.5768, 0.5125, 0.3662, 0.4325, 0.2008, 0.5811, 0.4785, 0.3885, 0.4273, 0.1371, -0.1805, 0.2416, -0.2165, -0.7409, -0.1911, -0.8395, 0.3107, -0.2363, 0.2197, 0.3911, 0.3365, 0.3672, -1.4174, 2.2399, -1.7341, -2.2202, 0.2500, 0.2748, -1.7973, 0.8288, -0.9159, 0.2492, -0.3669, -0.3979, -0.5345, 0.4429, 0.3099, 0.1564, 0.4683, 0.3604, 0.3249, 0.4525, 0.4367, 0.3746, 0.3604, 0.4710, 0.3668, -1.0467, 0.3438, -0.5958, -0.4185, 0.6231, 0.2410, -1.1095, -0.2712, -0.8002, 0.4354, -1.0185, -1.1976, -0.5854, 0.3372, 0.2531, 0.2218, 0.3743, 0.4660, -0.2549, 0.3895, -0.4312, 0.3999, 0.2884, 0.2681, 0.3492

=====

This record from OMol25 describes C4H6O2 in the gas phase. The level of theory is ωB97M-V with the def2-TZVPD basis set.

Geometry as XYZ:
```
12
Properties=species:S:1:pos:R:3
C -1.23 0.99 0.06
C -0.76 -0.40 -0.18
O -1.20 -1.09 -1.14
C 0.52 -0.83 0.47
C 1.71 -0.20 -0.28
O 1.45 0.68 -1.00
H -0.81 1.48 0.94
H -1.19 1.71 -0.83
H -2.30 0.89 0.09
H 0.51 -0.61 1.55
H 0.61 -1.92 0.49
H 2.71 -0.71 -0.17
```

The charge is 0. As for the frontier orbital gap: 10.58 eV. The energy above the lowest of the compared OMol25 structures with the same formula, charge and spin comes out at 1.502 eV. As for the structure (SMILES): CC(=O)CC=O. The value obtained for the max |F| is 0.097 hartree/bohr.

In the Mulliken picture, each atom carries the following charge in e: -1.0309, 0.7443, -0.5828, -0.7079, 0.1147, -0.4137, 0.3025, 0.2608, 0.3842, 0.2894, 0.3286, 0.3109

=====

This record from OMol25 describes a molecular structure, C22H13BeFN6O4SSeTe. The level of theory is ωB97M-V with the def2-TZVPD basis set.

Geometry as XYZ:
```
50
Properties=species:S:1:pos:R:3
Be 0.23 -0.03 -0.16
Se -2.96 -4.93 4.10
N -2.01 -3.48 4.41
C -1.61 -2.96 3.26
C -0.85 -1.75 3.13
C -0.51 -0.92 4.19
C 0.20 0.24 3.92
C 0.55 0.54 2.60
N 0.21 -0.24 1.58
C -0.48 -1.36 1.82
C -0.90 -2.09 0.68
N -0.52 -1.58 -0.51
C -0.96 -2.14 -1.62
C -1.81 -3.24 -1.61
C -2.19 -3.80 -0.41
C -1.72 -3.23 0.78
C -2.04 -3.69 2.10
N -2.77 -4.76 2.35
H -0.82 -1.17 5.19
H 0.46 0.93 4.70
H 1.11 1.43 2.36
H -0.63 -1.69 -2.55
H -2.17 -3.64 -2.55
H -2.86 -4.65 -0.36
F 0.18 5.37 -3.06
C -0.59 4.29 -3.26
C -1.26 3.73 -2.23
N -2.08 2.66 -2.39
C -2.85 2.14 -1.28
C -2.06 1.21 -0.33
O -2.62 0.65 0.58
O -0.82 1.10 -0.62
C -2.18 2.01 -3.61
O -2.83 1.01 -3.77
N -1.50 2.62 -4.64
C -0.68 3.76 -4.62
O -0.18 4.18 -5.63
H -1.18 4.14 -1.24
H -3.67 1.54 -1.71
H -3.28 2.96 -0.71
H -1.58 2.17 -5.54
Te 1.81 1.12 -1.49
C 3.82 0.48 -1.65
C 4.92 1.13 -1.19
C 6.14 0.52 -1.55
C 5.96 -0.60 -2.30
S 4.29 -0.92 -2.56
H 4.85 2.05 -0.62
H 7.11 0.89 -1.26
H 6.69 -1.26 -2.71
```

The charge is 0. As for the frontier orbital gap: 5.42 eV. The value obtained for the max |F| is 0.039 hartree/bohr.

In the Mulliken picture, each atom carries the following charge in e: -0.6238, 0.3125, -0.8678, 0.8669, 0.2224, -0.5796, -0.7861, -0.1638, -0.0841, 0.2671, 0.4280, -0.0355, -0.1197, -0.8693, -0.5572, 0.1949, 0.8126, -0.8579, 0.5379, 0.4199, 0.4812, 0.4825, 0.4333, 0.5406, -0.3182, 0.3270, 0.0210, 0.1900, -1.3686, 0.9200, -0.6908, -0.0336, 0.4811, -0.6552, -0.0648, 0.2800, -0.6171, 0.3857, 0.3568, 0.4157, 0.2270, 0.0696, -0.0374, -0.4057, -0.4997, -0.4328, -0.1241, 0.3870, 0.3527, 0.3792

=====

This record from OMol25 describes a molecular structure, C37H35GaN10O2. The level of theory is ωB97M-V with the def2-TZVPD basis set.

Geometry as XYZ:
```
85
Properties=species:S:1:pos:R:3
Ga 0.11 0.91 1.13
C 4.01 -1.07 1.97
C 4.23 -0.67 3.28
C 3.38 0.27 3.90
C 2.35 0.80 3.11
N 1.99 0.21 1.98
C 2.82 -0.64 1.40
C 1.52 1.98 3.53
C 1.85 2.96 4.48
C 1.00 4.07 4.63
C -0.06 4.19 3.77
C -0.34 3.23 2.84
N 0.42 2.11 2.78
C -1.41 3.26 1.80
C -2.36 4.26 1.63
C -3.26 4.12 0.54
C -3.16 3.07 -0.29
C -2.22 2.08 -0.04
N -1.48 2.16 1.04
H 4.66 -1.76 1.38
H 5.11 -0.97 3.79
H 3.61 0.70 4.85
H 2.51 -0.98 0.43
H 2.71 2.84 5.13
H 1.32 4.84 5.31
H -0.79 5.00 3.81
H -2.50 5.12 2.31
H -4.01 4.90 0.42
H -3.81 2.99 -1.13
H -2.21 1.18 -0.67
C -2.73 -2.88 -6.61
O -2.37 -1.60 -6.17
C -1.08 -1.30 -5.98
C -0.75 0.03 -5.66
C 0.50 0.47 -5.45
C 1.52 -0.47 -5.70
C 1.26 -1.77 -6.14
C -0.07 -2.22 -6.13
N 2.87 -0.22 -5.62
N 3.45 0.43 -4.65
C 2.75 0.82 -3.49
C 3.06 2.07 -3.03
C 2.57 2.54 -1.79
C 1.76 1.72 -0.99
O 1.20 2.14 0.14
C 1.43 0.43 -1.48
N 0.54 -0.30 -0.71
C 0.27 -1.51 -1.13
C 1.05 -2.21 -2.08
C 1.88 -1.46 -2.88
C 2.02 -0.05 -2.67
H -2.50 -3.68 -5.87
H -2.37 -3.06 -7.63
H -3.80 -2.79 -6.71
H -1.56 0.66 -5.57
H 0.62 1.56 -5.27
H 2.02 -2.49 -6.19
H -0.20 -3.26 -6.33
H 3.65 2.73 -3.64
H 2.86 3.55 -1.43
H -0.48 -2.10 -0.64
H 0.81 -3.27 -2.11
H 2.44 -1.92 -3.67
C -0.12 -1.90 2.39
N -0.80 -2.94 3.04
C -1.24 -2.54 4.35
N -2.24 -1.46 4.25
C -1.68 -0.32 3.52
N -1.05 -0.72 2.22
C -2.25 -1.25 1.44
N -2.84 -2.41 2.07
C -1.86 -3.43 2.26
C -3.38 -1.94 3.42
H 0.25 -2.10 1.42
H 0.69 -1.61 3.04
H -0.41 -2.19 4.99
H -1.62 -3.39 4.90
H -0.87 -0.07 4.21
H -2.45 0.40 3.48
H -1.98 -1.44 0.44
H -3.03 -0.43 1.35
H -1.47 -3.88 1.31
H -2.36 -4.21 2.82
H -3.76 -2.78 4.01
H -4.12 -1.15 3.22
```

The charge is +2. As for the frontier orbital gap: 5.34 eV. The energy above the lowest of the compared OMol25 structures with the same formula, charge and spin comes out at 1.288 eV. The value obtained for the max |F| is 0.080 hartree/bohr.

In the Mulliken picture, each atom carries the following charge in e: 0.4019, -1.1194, -0.6099, -1.3000, 0.9049, 0.7672, 0.1905, 0.4660, -0.8155, -0.9646, -0.5561, 0.6604, 0.6272, 0.4864, -0.5555, -0.7202, -1.1574, 0.1452, 0.5802, 0.4391, 0.5094, 0.5528, 0.4450, 0.4601, 0.4866, 0.4303, 0.4340, 0.4591, 0.5198, 0.6122, -0.8597, -0.4527, 0.6221, -0.6367, -0.2041, -0.0886, -0.3163, -0.4611, -0.3889, -0.5342, 0.3881, -0.5162, -0.7236, -0.0426, -0.6648, 0.3498, -0.0433, 0.0340, -1.8855, -0.7312, 0.6170, 0.3168, 0.3729, 0.2651, 0.5565, 0.4274, 0.5128, 0.4644, 0.4912, 0.4839, 0.4871, 0.5569, 0.7993, -1.0615, 0.2443, -0.8163, 0.0174, -0.8220, 0.5903, -0.7848, 0.0798, -0.5058, -0.6959, 0.4133, 0.2379, 0.3089, 0.3336, 0.3030, 0.3580, 0.1766, 0.2881, 0.2731, 0.3933, 0.3551, 0.3383

=====

This record from OMol25 describes a molecular structure, C40H33N4P2RuS. The level of theory is ωB97M-V with the def2-TZVPD basis set.

Geometry as XYZ:
```
81
Properties=species:S:1:pos:R:3
Ru -0.31 -0.08 -0.78
C -0.47 -2.46 1.67
P -1.23 -2.25 -0.05
C -3.02 -2.28 0.22
C -3.71 -3.29 0.87
C -5.10 -3.27 0.89
C -5.79 -2.23 0.29
C -5.10 -1.18 -0.30
C -3.72 -1.21 -0.34
C -0.72 -3.75 -0.94
C 0.41 -3.57 -1.75
C 0.88 -4.60 -2.54
C 0.22 -5.82 -2.53
C -0.89 -6.01 -1.72
C -1.37 -4.97 -0.93
C -0.53 -1.12 2.29
C -1.08 -0.70 3.54
C -1.03 0.67 3.54
C -0.46 1.06 2.29
C -0.36 2.38 1.66
P -0.96 2.22 -0.13
C -1.86 3.81 -0.27
C -3.23 3.86 -0.02
C -3.89 5.08 -0.06
C -3.18 6.24 -0.36
C -1.82 6.18 -0.59
C -1.15 4.97 -0.55
C 0.51 2.55 -1.17
C 0.24 2.86 -2.51
C 1.26 3.17 -3.38
C 2.58 3.16 -2.93
C 2.86 2.84 -1.61
C 1.84 2.52 -0.74
N -0.14 -0.04 1.58
H 0.57 -2.76 1.48
H -0.97 -3.22 2.26
H -3.18 -4.10 1.36
H -5.64 -4.07 1.37
H -6.87 -2.23 0.29
H -5.64 -0.36 -0.74
H -3.15 -0.40 -0.82
H 0.91 -2.60 -1.74
H 1.74 -4.46 -3.17
H 0.57 -6.62 -3.16
H -1.39 -6.97 -1.70
H -2.24 -5.13 -0.32
H -1.44 -1.34 4.31
H -1.34 1.35 4.31
H 0.68 2.73 1.60
H -0.95 3.13 2.18
H -3.78 2.95 0.21
H -4.94 5.12 0.15
H -3.70 7.18 -0.41
H -1.27 7.09 -0.80
H -0.09 4.94 -0.72
H -0.79 2.89 -2.85
H 1.04 3.45 -4.40
H 3.38 3.44 -3.59
H 3.88 2.86 -1.26
H 2.08 2.27 0.29
N 1.84 -0.48 -4.60
C 0.62 -0.32 -5.21
C 0.19 -0.34 -6.53
C -1.16 -0.13 -6.76
C -2.06 0.10 -5.72
C -1.65 0.11 -4.40
C -0.30 -0.11 -4.16
N 0.37 -0.16 -2.98
C 1.64 -0.37 -3.26
C 2.62 -0.45 -2.21
C 3.98 -0.54 -2.29
S 4.68 -0.61 -0.73
C 3.10 -0.51 -0.05
N 2.14 -0.43 -0.92
H 2.72 -0.63 -5.06
H 0.87 -0.51 -7.35
H -1.53 -0.15 -7.77
H -3.10 0.27 -5.96
H -2.33 0.29 -3.58
H 4.60 -0.55 -3.16
H 2.94 -0.52 1.01
```

The charge is +2. As for the frontier orbital gap (alpha / beta): 7.05 / 6.10 eV. As for the spin multiplicity: 2. The energy above the lowest of the compared OMol25 structures with the same formula, charge and spin comes out at 2.282 eV. The value obtained for the max |F| is 0.072 hartree/bohr. Its expectation value of S² is 0.762.

In the Mulliken picture, each atom carries the following charge in e: 0.7930, -0.7602, 1.3257, 0.8671, -0.4726, -0.8857, -0.5886, -0.8260, -0.1874, 0.4569, -0.0772, -0.5509, -0.7167, -0.7359, -0.5980, -0.1195, -1.0767, -1.1457, 0.2742, -1.0065, 1.3227, 0.4552, -0.3775, -0.6552, -0.5764, -0.7442, -0.3116, 0.5864, -0.4422, -0.8944, -0.7378, -0.7299, -0.6745, 0.4631, 0.4488, 0.5824, 0.3845, 0.4281, 0.4238, 0.4692, -0.0991, 0.4098, 0.4560, 0.4088, 0.4382, 0.2698, 0.5536, 0.5668, 0.3766, 0.5988, 0.4726, 0.4422, 0.4180, 0.4399, 0.4076, 0.5449, 0.5327, 0.4662, 0.5256, 0.2539, 0.1070, 0.9076, -1.2588, -0.5665, -0.7370, -0.8413, -0.5592, 1.8734, -0.8129, -0.5657, -0.4014, -0.1416, -0.7806, 1.0612, 0.2332, 0.4812, 0.4385, 0.4727, 0.3559, 0.4746, 0.3869

=====

This record from OMol25 describes a molecular structure, C32H47AuBN9O2. The level of theory is ωB97M-V with the def2-TZVPD basis set.

Geometry as XYZ:
```
92
Properties=species:S:1:pos:R:3
Au -0.39 -0.02 0.00
C -0.94 -4.33 -2.53
C -0.48 -3.21 -1.61
C 0.41 -3.75 -0.48
C 0.25 -2.14 -2.37
C 0.99 -2.22 -3.55
C 1.57 -0.98 -3.73
C 2.60 -0.75 -4.82
C 2.54 0.59 -5.54
C 4.00 -1.05 -4.28
N 1.16 -0.18 -2.71
N 0.38 -0.92 -1.90
B 1.50 1.25 -2.19
N 2.16 1.12 -0.76
N 1.55 0.46 0.28
C 2.38 0.42 1.33
C 3.54 1.12 0.97
C 3.36 1.55 -0.33
C 4.33 2.45 -1.06
C 5.02 1.82 -2.26
C 3.68 3.79 -1.41
C 2.11 -0.26 2.64
C 3.41 -0.76 3.27
C 1.36 0.66 3.60
N 0.25 2.18 -1.99
N -0.48 1.94 -0.87
C -1.37 2.92 -0.70
C -1.21 3.82 -1.75
C -0.18 3.33 -2.54
C 0.30 4.11 -3.74
C 1.18 3.38 -4.74
C 0.94 5.43 -3.31
C -2.27 3.12 0.49
C -1.48 3.02 1.80
C -3.52 2.24 0.53
H -1.53 -5.06 -1.97
H -1.55 -3.95 -3.35
H -0.09 -4.87 -2.95
H -1.36 -2.75 -1.15
H 1.29 -4.25 -0.90
H 0.76 -2.95 0.17
H -0.13 -4.47 0.13
H 1.12 -3.08 -4.19
H 2.36 -1.52 -5.55
H 2.94 1.40 -4.93
H 3.15 0.53 -6.45
H 1.53 0.84 -5.83
H 4.26 -0.37 -3.47
H 4.06 -2.07 -3.90
H 4.74 -0.93 -5.08
H 2.28 1.76 -2.93
H 4.40 1.28 1.59
H 5.10 2.64 -0.31
H 4.35 1.74 -3.11
H 5.86 2.45 -2.57
H 5.41 0.83 -2.03
H 2.89 3.64 -2.15
H 3.25 4.27 -0.53
H 4.42 4.46 -1.84
H 1.49 -1.13 2.42
H 4.03 0.08 3.58
H 3.16 -1.35 4.16
H 3.98 -1.39 2.59
H 1.94 1.57 3.77
H 0.38 0.95 3.22
H 1.22 0.16 4.55
H -1.76 4.73 -1.90
H -0.63 4.37 -4.26
H 2.19 3.22 -4.35
H 0.76 2.42 -5.00
H 1.27 3.98 -5.65
H 1.86 5.26 -2.74
H 1.19 6.03 -4.18
H 0.27 6.02 -2.68
H -2.62 4.15 0.38
H -1.15 1.99 1.97
H -0.60 3.66 1.79
H -2.11 3.31 2.64
H -3.27 1.20 0.75
H -4.18 2.59 1.32
H -4.06 2.27 -0.42
O -2.30 0.37 -2.47
C -2.82 -0.20 -1.54
O -2.28 -0.50 -0.37
H -3.81 -0.68 -1.60
N -0.77 -1.05 1.74
C -1.01 -1.80 2.60
C -1.20 -2.62 3.68
C -2.44 -3.28 3.89
N -3.45 -3.80 4.07
C -0.09 -2.77 4.55
N 0.86 -2.84 5.20
```

The charge is 0. As for the frontier orbital gap: 6.29 eV. The energy above the lowest of the compared OMol25 structures with the same formula, charge and spin comes out at 1.342 eV. The value obtained for the max |F| is 0.020 hartree/bohr.

In the Mulliken picture, each atom carries the following charge in e: 2.6471, -1.8551, 1.1171, -1.2133, -0.5653, -0.8904, 0.4116, 0.3415, -1.5395, -1.5307, 0.5239, -0.0626, 1.1409, 1.1988, -0.7048, -0.5963, -0.8030, 0.0493, 0.0962, -1.6148, -1.1817, 1.7623, -1.9150, -1.1568, 0.9816, -0.6523, -0.0107, -0.7699, -0.0396, 0.2277, -1.5880, -1.3790, -0.0962, -1.0334, -1.4725, 0.4652, 0.4062, 0.3012, -0.0364, 0.3431, 0.1327, 0.4108, 0.4343, 0.5454, 0.0671, 0.5193, 0.4047, 0.1358, 0.3883, 0.4327, -1.0143, 0.4510, 0.5980, 0.1797, 0.5464, 0.3580, -0.2861, 0.4551, 0.5070, -0.3645, 0.3446, 0.4673, 0.4048, 0.3470, 0.1197, 0.4672, 0.5778, 0.7082, 0.1442, 0.2345, 0.4314, 0.1444, 0.4382, 0.4255, 0.4620, -0.1664, 0.3443, 0.5106, 0.1260, 0.5040, 0.3879, -0.3720, 0.0146, -0.4486, 0.3834, -0.8477, 0.8189, -0.1340, -0.1315, -0.5281, 0.1414, -0.5276